No. 1
A 10-piece molecular cluster, C28H71N5O11 overall. Source: the OMol25 dataset; level of theory: ωB97M-V/def2-TZVPD.

Atoms and positions in Å:
C1 0.51005 2.73772 -4.91842
C2 -0.13831 1.53580 -4.24254
N1 -0.88897 1.86158 -3.17575
O1 0.28677 0.38173 -4.57756
H1 0.64793 2.58057 -5.98818
H2 1.47549 2.69199 -4.41451
H3 -0.08156 3.63753 -4.74981
H4 -0.97958 2.86748 -3.16833
H5 -1.50223 1.13325 -2.83879
C3 0.36966 -4.50169 3.32569
C4 1.52534 -4.29656 2.28080
N2 1.99972 -5.40249 1.74481
O2 1.98327 -3.24925 1.99266
H6 -0.59514 -4.71633 2.86615
H7 0.13719 -3.59702 3.88750
H8 0.51076 -5.29493 4.05983
H9 1.58696 -6.22784 2.15534
H10 2.69052 -5.34233 1.01046
C5 2.76755 2.61093 3.69640
C6 3.00591 1.14805 3.41329
N3 3.99900 0.95491 2.64259
O3 2.20135 0.30223 3.81538
H11 3.65394 3.01695 4.18379
H12 1.84319 2.74708 4.25776
H13 2.32663 3.28631 2.96322
H14 4.18593 1.68164 1.96655
H15 4.19324 0.01257 2.33538
C7 -4.71517 -2.10452 1.29206
C8 -4.71892 -3.10518 0.18288
N4 -3.70454 -3.16898 -0.68858
O4 -5.46237 -4.05541 0.21826
H16 -4.10492 -2.37708 2.15311
H17 -5.71168 -2.04864 1.73017
H18 -4.51163 -1.06159 1.04922
H19 -3.26700 -2.30337 -0.97035
H20 -3.54611 -3.95694 -1.30024
C9 -0.09779 -2.35584 -3.42908
C10 1.24558 -3.11420 -3.23367
N5 2.31794 -2.36293 -3.23762
O5 1.33660 -4.32461 -3.11058
H21 -0.23348 -1.77631 -4.34222
H22 -0.26258 -1.62227 -2.63988
H23 -0.98717 -2.97985 -3.51690
H24 2.09276 -1.37994 -3.29356
H25 3.27751 -2.67142 -3.17320
C11 3.35035 0.76256 -2.24097
C12 4.39367 -0.00757 -3.00163
C13 5.38208 -0.85875 -2.30542
C14 6.54115 -1.33127 -3.18081
C15 6.13298 -2.51103 -3.99869
C16 7.31061 -3.49885 -4.19694
H26 3.33633 1.83746 -2.42126
H27 3.20058 0.41332 -1.21936
H28 2.39211 0.47592 -2.67422
H29 3.92218 -0.62077 -3.76959
H30 5.03043 0.75612 -3.44818
H31 4.84891 -1.67143 -1.81209
H32 5.71895 -0.22932 -1.48174
H33 6.70466 -0.56164 -3.93516
H34 7.46709 -1.52074 -2.63782
H35 5.33992 -3.02593 -3.45644
H36 5.55109 -2.25002 -4.88265
H37 6.98269 -4.36454 -4.77238
H38 8.07108 -3.15662 -4.89883
H39 7.71074 -4.04629 -3.34352
C17 -4.19139 1.88671 2.69523
C18 -3.94131 2.97895 1.69357
C19 -2.54118 3.72216 1.90928
C20 -2.35111 4.82362 0.82365
C21 -1.15496 5.78736 1.19237
C22 0.27911 5.18713 1.06360
H40 -3.39246 1.15812 2.83294
H41 -5.06675 1.27774 2.46936
H42 -4.29287 2.42866 3.63549
H43 -3.87937 2.50694 0.71302
H44 -4.82764 3.60197 1.57373
H45 -1.70745 3.04308 1.73080
H46 -2.58233 4.27335 2.84874
H47 -2.16027 4.31654 -0.12215
H48 -3.25634 5.39298 0.61272
H49 -1.22113 6.69289 0.58925
H50 -1.28236 6.17997 2.20119
H51 0.29391 4.09787 1.10107
H52 0.54576 5.24803 0.00847
H53 1.13468 5.59827 1.59939
O6 -4.00670 -0.26606 -2.33494
C23 -4.23915 0.85189 -1.52785
C24 -5.78003 1.04021 -1.31557
O7 -6.34640 -0.00966 -0.53865
H54 -4.67195 -0.95811 -2.32400
H55 -3.68554 0.72708 -0.59723
H56 -3.68836 1.73036 -1.86402
H57 -6.29010 0.99713 -2.27789
H58 -6.15050 1.96752 -0.87857
H59 -7.28482 0.05187 -0.34584
O8 -3.17115 0.31703 5.60417
C25 -1.69860 0.30028 5.47336
C26 -1.28367 -1.03251 4.90682
O9 -2.01741 -1.43183 3.77440
H60 -3.49389 -0.08531 4.79450
H61 -1.29631 1.11084 4.86570
H62 -1.19986 0.37844 6.43941
H63 -1.57094 -1.84125 5.57878
H64 -0.21179 -1.17594 4.77041
H65 -1.35758 -1.53155 3.08426
O10 -0.19656 -1.50056 1.82526
C27 -0.73803 -0.80457 0.79707
C28 -0.16231 0.63099 0.75369
O11 1.21320 0.77502 0.54346
H66 0.64032 -1.82362 1.48341
H67 -0.59935 -1.28568 -0.17113
H68 -1.80590 -0.73647 1.00472
H69 -0.50097 1.28736 1.55530
H70 -0.62311 1.13311 -0.09698
H71 1.76332 0.59975 1.31043

The frontier orbital gap is 9.44 eV. Its maximum force is 6.21 eV/A.

Atomic partial charges in e from the Mulliken method, atoms 1 to 8: -1.0867, 0.6600, -0.1352, -0.6102, 0.3017, 0.1790, 0.4618, 0.1294

No. 2
A 12-piece molecular cluster, C28H73N6O16PS4 overall. Source: the OMol25 dataset; level of theory: ωB97M-V/def2-TZVPD.

Atoms and positions in Å:
N1 10.72648 21.35213 12.45672
H1 10.30021 20.48451 12.14152
H2 10.24382 22.15487 12.01901
H3 11.70525 21.25677 12.11809
H4 10.72052 21.39202 13.47285
N2 5.74552 21.43030 6.16270
H5 6.06296 20.65648 5.58851
H6 5.30000 21.23104 7.05060
H7 5.16230 22.11300 5.67355
H8 6.58939 22.04826 6.29258
N3 10.92910 18.90800 8.15624
H9 11.88702 18.93796 8.53891
H10 10.88111 18.41887 7.26822
H11 10.55358 19.85503 8.04351
H12 10.24056 18.61131 8.84778
N4 4.23287 23.45226 10.52031
H13 4.33304 22.84072 9.71728
H14 3.95544 24.41747 10.30886
H15 5.23368 23.59741 10.74640
H16 3.69337 22.98817 11.24512
N5 10.70059 21.67717 4.71011
H17 11.04772 22.56358 4.32504
H18 11.29490 20.87071 4.52052
H19 9.81955 21.27681 4.40204
H20 10.62512 21.83131 5.74972
N6 7.45704 24.32449 13.70564
H21 7.70251 24.66081 14.63682
H22 7.90371 24.94430 13.02329
H23 6.44858 24.32322 13.57154
H24 7.69706 23.35108 13.54772
C1 7.33134 23.74182 8.76305
C2 7.83008 23.94236 10.02148
C3 9.27488 23.73832 10.36596
O1 9.71162 23.93900 11.55710
C4 10.14829 23.31090 9.37777
C5 9.74878 22.98359 8.02123
C6 8.22246 23.39718 7.66099
O2 7.81029 23.09177 6.52689
O3 10.40633 22.31878 7.22174
O4 7.01540 24.44428 10.87255
H25 6.28421 23.97848 8.63851
H26 11.14950 22.98613 9.62880
C7 11.03340 26.81755 6.78358
C8 12.56418 26.61887 6.88609
C9 13.17519 26.10446 5.59597
S1 11.83474 25.55665 4.54168
O5 11.89224 24.11305 4.35380
O6 11.75883 26.48978 3.46514
C10 10.45412 25.79915 5.80258
H27 10.76738 27.85406 6.56219
H28 10.54769 26.70508 7.75468
H29 12.54127 25.72491 7.51961
H30 13.07211 27.44054 7.38077
H31 13.99370 25.40200 5.45889
H32 13.41472 27.02575 5.05814
H33 10.22783 24.87772 6.33093
H34 9.68578 26.20277 5.14428
C11 4.73392 26.48337 4.89097
C12 6.20706 26.63290 5.41915
C13 6.24021 25.91405 6.78104
S2 4.60925 26.40470 7.56561
O7 4.77530 27.71364 8.14550
O8 4.09267 25.35269 8.41349
C14 3.72292 26.47962 6.01421
H35 4.68947 25.58471 4.27102
H36 4.38750 27.21712 4.16213
H37 6.36793 27.68073 5.68026
H38 6.98794 26.32997 4.72650
H39 7.10313 26.18127 7.39040
H40 6.25444 24.82677 6.73168
H41 3.17474 27.40697 6.21135
H42 2.85995 25.81955 5.92190
C15 8.87170 28.50292 9.39047
C16 8.41662 27.33322 10.22615
C17 8.63959 27.67691 11.71068
S3 10.02504 28.81253 11.86759
O9 11.21969 28.03669 11.91615
O10 9.72881 29.84867 12.80784
C18 9.85063 29.43861 10.14379
H43 7.95690 29.04677 9.14160
H44 9.12699 28.16464 8.38423
H45 9.01869 26.44178 10.01706
H46 7.42218 27.07836 9.85701
H47 8.83246 26.79213 12.31882
H48 7.71545 28.10233 12.10598
H49 10.77145 29.62868 9.60149
H50 9.18686 30.28742 10.30223
C19 16.60900 21.00935 10.07947
C20 16.11716 21.40947 8.69343
C21 14.69605 21.96598 8.96157
S4 13.88430 20.62715 9.93093
O11 13.35221 19.59234 9.04449
O12 12.95964 21.23750 10.91460
C22 15.48784 20.11773 10.65350
H51 16.85778 21.88741 10.67242
H52 17.44830 20.31571 10.05188
H53 16.14041 20.64828 7.91479
H54 16.71328 22.25656 8.35257
H55 13.97755 22.06069 8.15142
H56 14.79130 22.75410 9.70935
H57 15.69132 19.15220 10.17828
H58 15.46871 19.76668 11.68516
C23 13.92751 28.77468 10.16264
C24 14.93114 27.62740 10.42373
O13 14.73646 26.54663 9.54835
P1 14.88156 24.99078 9.80316
O14 14.15542 24.06643 8.93184
O15 16.44707 24.69680 10.09545
C25 17.50995 25.16918 9.21652
C26 17.51864 24.41762 7.89865
O16 14.32878 24.82124 11.28278
C27 13.00315 24.48093 11.51582
C28 12.97472 23.29021 12.48520
H59 14.17841 29.66151 10.74350
H60 14.15630 29.18937 9.17567
H61 12.91101 28.39249 10.19227
H62 15.95336 27.98267 10.27120
H63 14.94669 27.31935 11.47137
H64 17.48713 26.24313 9.03652
H65 18.39889 24.90555 9.78648
H66 16.55757 24.60706 7.41437
H67 18.23380 24.88992 7.22170
H68 17.78684 23.36449 7.94132
H69 12.45809 25.39272 11.77914
H70 12.40936 24.11780 10.67024
H71 13.03864 23.55881 13.54187
H72 11.99790 22.79958 12.45490
H73 13.82968 22.65646 12.25722

The frontier orbital gap is 7.30 eV. Its maximum force is 4.17 eV/A. As for the charge: +4.

Atomic partial charges in e from the Mulliken method, atoms 1 to 8: -0.3035, 0.4800, -0.0852, 0.3495, 0.3548, -0.2308, 0.4091, 0.3406

No. 3
A 11-piece molecular cluster, C28H75F2N2O33S11 overall. Source: the OMol25 dataset; level of theory: ωB97M-V/def2-TZVPD.

Atoms and positions in Å:
N1 -0.92946 0.03042 1.44937
S1 -1.39328 -0.67521 0.23612
O1 -0.44719 -1.64583 -0.23139
O2 -2.33536 -0.09087 -0.73614
F1 -2.34021 -1.66228 1.10031
S2 -0.02057 1.16073 0.69638
O3 -0.74434 2.33435 0.27366
O4 1.11972 0.68041 -0.08422
F2 0.81798 1.80031 1.96194
C1 -2.10164 1.25207 4.36927
N2 -2.24553 2.76120 4.20591
O5 -1.26451 3.36892 3.89777
O6 -3.31313 3.28927 4.42155
H1 -2.57476 0.71759 3.54551
H2 -2.33442 0.94029 5.38746
H3 -1.04755 0.98026 4.42532
O7 7.25379 -0.84879 2.11347
S3 7.67722 -0.18458 3.34913
O8 8.94766 0.53027 3.48017
O9 6.45802 0.93087 3.74410
C2 5.18203 0.76743 3.09675
C3 4.13009 1.60255 3.95372
C4 7.45672 -1.32265 4.89035
H4 4.88804 -0.27726 2.99538
H5 5.24031 1.27452 2.13365
H6 4.10435 1.25990 4.98815
H7 3.10723 1.65465 3.58070
H8 4.52289 2.60194 4.14083
H9 7.15595 -0.74830 5.76658
H10 8.34525 -1.92309 5.08548
H11 6.57482 -1.91408 4.64423
O10 0.53169 -1.07131 -7.28677
S4 0.00574 -2.29323 -6.68764
O11 0.84046 -3.47376 -6.59224
O12 -0.44430 -1.91117 -5.14486
C5 -1.07933 -0.65650 -5.06785
C6 -1.74135 -0.52285 -3.68003
C7 -1.62644 -2.70027 -7.43436
H12 -1.81103 -0.57667 -5.87180
H13 -0.36209 0.10253 -5.38017
H14 -2.53097 -1.26992 -3.59941
H15 -2.30989 0.39785 -3.54902
H16 -0.95175 -0.64309 -2.93829
H17 -2.21336 -2.91650 -6.54168
H18 -1.47261 -3.61169 -8.01205
H19 -2.01710 -1.88406 -8.04203
O13 -6.33164 3.23766 -2.61066
S5 -5.24790 2.59716 -3.32507
O14 -5.23564 2.70945 -4.79687
O15 -3.73878 3.04988 -2.78783
C8 -3.54347 4.42755 -2.52605
C9 -2.38144 4.60632 -1.53053
C10 -5.07967 0.73284 -2.86952
H20 -4.38407 4.93938 -2.05751
H21 -3.45302 5.06674 -3.40432
H22 -1.44276 4.19702 -1.90398
H23 -2.60729 4.19501 -0.54669
H24 -2.23544 5.66958 -1.34010
H25 -4.45808 0.65640 -1.97740
H26 -4.58244 0.19704 -3.67809
H27 -6.09218 0.38404 -2.66637
O16 -0.39337 5.58410 -4.47383
S6 1.00520 5.36210 -4.80059
O17 2.01538 6.38498 -4.45234
O18 1.51065 3.93485 -4.15088
C11 0.55360 2.91269 -4.04376
C12 0.75059 2.20092 -2.75401
C13 1.11402 4.83107 -6.54492
H28 0.72214 2.20197 -4.85283
H29 -0.49737 3.19574 -4.10259
H30 0.05250 1.36388 -2.74372
H31 0.54252 2.80238 -1.86911
H32 1.75519 1.78441 -2.68042
H33 1.98568 5.24327 -7.05326
H34 0.13892 5.12919 -6.93014
H35 1.24717 3.75006 -6.50264
O19 1.86355 7.51316 3.67404
S7 1.11002 6.42664 3.12486
O20 -0.33325 6.32061 3.26516
O21 1.52368 6.33858 1.49067
C14 0.77242 5.45949 0.66511
C15 0.99627 5.96082 -0.77594
C16 1.93918 4.86841 3.70312
H36 -0.29578 5.53158 0.86973
H37 1.03477 4.40326 0.72551
H38 0.34078 5.47414 -1.49814
H39 2.04405 5.76898 -1.00717
H40 0.88957 7.04381 -0.83802
H41 1.47863 4.13992 3.03580
H42 1.58816 4.72063 4.72441
H43 3.00990 4.92517 3.50710
O22 4.45502 -2.54074 -3.46764
S8 3.53777 -3.01460 -2.42154
O23 3.19441 -4.43866 -2.32850
O24 4.15005 -2.66868 -0.94550
C17 5.03153 -1.56550 -0.92435
C18 6.50683 -2.02447 -0.75853
C19 2.05670 -1.94356 -2.33795
H44 4.81887 -1.01859 -0.00578
H45 4.90887 -0.85719 -1.74370
H46 6.70878 -2.80740 -1.48952
H47 6.72914 -2.45944 0.21589
H48 7.25975 -1.24532 -0.87742
H49 2.28055 -0.89075 -2.16590
H50 1.47786 -2.23558 -1.46173
H51 1.39883 -2.07111 -3.19763
O25 2.24486 -3.53210 4.09307
S9 3.10899 -3.12989 2.98181
O26 4.55375 -3.02752 3.21927
O27 2.86178 -4.08546 1.67069
C20 1.54805 -4.54529 1.33216
C21 1.64547 -5.91670 0.63315
C22 2.40262 -1.55340 2.25075
H52 1.05478 -3.89670 0.60819
H53 0.98064 -4.67391 2.25389
H54 2.21789 -6.61014 1.24926
H55 2.19765 -5.94814 -0.30610
H56 0.60117 -6.17831 0.46259
H57 1.31656 -1.63533 2.20772
H58 2.79919 -1.53938 1.23555
H59 2.72954 -0.66643 2.79344
O28 -2.55305 -1.61003 6.36004
S10 -2.49707 -2.53509 5.17252
O29 -2.75916 -3.97548 5.29058
O30 -3.63696 -2.05743 4.04114
C23 -4.98888 -1.83901 4.36834
C24 -5.71011 -3.17686 4.70803
C25 -0.92618 -2.27598 4.18339
H60 -5.44327 -1.31561 3.52709
H61 -5.03922 -1.18879 5.24170
H62 -5.99212 -3.67133 3.77847
H63 -6.56660 -2.98610 5.35466
H64 -5.15519 -3.86071 5.35030
H65 -0.99116 -1.28424 3.73581
H66 -0.87026 -3.10830 3.48181
H67 -0.02840 -2.42337 4.78370
O31 -4.19462 -3.21569 -2.64357
S11 -4.91618 -3.67727 -1.41707
O32 -5.90179 -4.76639 -1.41231
O33 -3.69408 -3.97648 -0.31227
C26 -4.12528 -4.65584 0.90740
C27 -2.86374 -5.15023 1.59986
C28 -5.71459 -2.08446 -0.66343
H68 -4.94311 -5.36334 0.77065
H69 -4.52386 -3.91281 1.59815
H70 -2.29184 -5.73012 0.87545
H71 -3.03070 -5.69144 2.53115
H72 -2.38984 -4.20675 1.87073
H73 -5.02993 -1.26237 -0.87204
H74 -5.68565 -2.24352 0.41451
H75 -6.67382 -1.89193 -1.14396

The frontier orbital gap (spin up / spin down) is 2.18 / 7.57 eV. The spin multiplicity is 2. Its maximum force is 7.63 eV/A. As for the charge: -2.

Atomic partial charges in e from the Mulliken method, atoms 1 to 8: 0.3989, -0.0278, -0.3410, -0.2821, -0.2684, 0.4072, -0.4574, -0.6006